Here is C52H143N13O13 as an isolated structure at a distorted geometry from the Open Molecules 2025 dataset. Energies are from ωB97M-V/def2-TZVPD.

Summary:
* net charge: 0
* total energy: -3754.56479 a.u.
* multiplicity: 1

Each line ends with the Löwdin charge.
Atoms and positions in Å:
O -0.763 -1.114 -5.364  -0.221
O 3.122 -1.916 3.481  -0.115
O -1.064 4.307 2.816  -0.202
O -3.353 -4.956 -2.614  -0.162
O -3.387 -1.669 0.711  -0.192
O -4.637 3.684 -3.798  -0.191
O -0.327 0.526 1.010  -0.040
O 1.092 2.148 5.057  -0.235
O 1.719 -3.531 -3.017  -0.242
O 1.444 -4.355 2.340  -0.174
O 3.870 -0.971 0.211  -0.282
O -0.635 2.721 -6.768  -0.179
O -2.907 2.596 4.806  -0.130
N -0.826 -1.253 -9.046  0.045
N 3.794 -1.252 -3.550  0.063
N -1.627 -2.644 -0.159  0.056
N -2.792 4.036 -1.546  0.069
N 2.549 2.101 8.445  0.060
N -1.785 0.306 2.212  -0.084
N 4.689 -5.015 0.668  0.058
N -0.487 -0.146 4.029  0.026
N 3.350 0.779 2.640  -0.055
N -0.122 0.770 -3.703  -0.077
N -1.151 6.302 5.194  0.044
N 1.065 -0.555 6.235  0.005
N 0.132 0.390 -2.027  -0.038
C 2.213 -3.053 -4.287  -0.130
C 2.720 -0.825 -5.558  -0.143
C -2.583 2.087 0.917  -0.064
C -0.101 -0.722 -1.168  -0.249
C -4.763 -2.055 1.014  0.003
C 1.612 1.963 3.728  -0.138
C -2.557 3.091 -2.610  -0.412
C 0.756 4.906 5.409  -0.091
C 2.113 2.330 6.101  -0.147
C -1.889 1.905 4.094  -0.200
C -5.948 3.380 -4.366  -0.059
C -4.003 2.739 -3.054  -0.249
C -4.643 -4.528 -3.014  -0.090
C 2.126 -1.011 3.968  -0.184
C 1.518 2.077 7.465  -0.469
C -0.372 -2.039 -4.278  -0.073
C -1.605 0.574 4.745  -0.265
C -1.251 0.416 6.255  -0.039
C 0.951 -1.723 -1.760  -0.125
C -2.990 -4.347 -1.429  -0.218
C -0.845 3.861 1.421  -0.067
C 3.352 -4.489 0.701  -0.478
C 4.373 0.365 0.502  -0.111
C 0.491 3.169 7.709  -0.052
C -0.610 -1.618 -6.717  -0.150
C 3.147 -1.966 2.080  -0.122
C 0.385 -4.128 1.510  -0.153
C 4.449 -1.505 -0.937  -0.111
C -2.889 0.689 1.386  -0.295
C 3.734 2.696 1.238  -0.030
C 1.418 -2.810 5.625  -0.051
C -1.682 2.857 -7.716  -0.100
C 1.982 -1.406 5.456  -0.343
C -3.218 -0.342 0.318  -0.163
C 1.411 0.808 -5.503  -0.095
C -2.032 -3.137 -1.518  -0.249
C -0.904 1.791 -5.677  -0.168
C -1.954 1.841 -2.136  -0.077
C 2.517 -5.158 1.809  -0.120
C 0.486 1.255 1.933  -0.143
C 2.512 -1.520 -4.195  -0.349
C 0.298 -0.527 0.334  -0.069
C 0.311 1.607 -4.811  -0.264
C 0.057 5.870 4.468  -0.376
C 3.356 1.227 1.260  -0.392
C 2.659 -4.536 -0.627  -0.052
C -1.341 -0.790 -7.765  -0.434
C -2.949 4.007 4.435  -0.084
C -0.699 -3.413 -2.269  -0.146
C 1.020 -4.746 -3.110  -0.155
C -2.841 -0.971 -7.653  -0.036
C -0.118 5.333 3.008  -0.178
H -3.194 -1.482 -6.757  0.085
H 0.448 1.186 -1.492  0.144
H 1.670 1.101 -6.521  0.144
H 4.804 2.795 1.420  0.091
H 2.416 1.167 0.711  0.113
H -0.411 -1.613 -3.276  0.072
H -0.222 -2.439 -2.378  -0.023
H 1.524 -5.445 -3.778  0.117
H 0.819 -1.976 -2.812  0.025
H -2.290 3.678 -7.336  0.090
H -1.049 -2.894 -4.260  0.112
H -6.742 2.922 -3.775  0.084
H -5.688 2.672 -5.152  0.078
H 5.293 -4.700 1.414  0.076
H -0.750 -0.110 3.055  -0.018
H 0.891 5.004 2.761  0.118
H -0.935 2.421 4.196  0.111
H 4.561 -2.589 -0.976  0.082
H 1.997 0.945 3.662  0.010
H -4.732 -2.248 2.086  0.092
H -1.160 -0.593 6.658  0.085
H 3.153 -3.461 -4.656  0.147
H 3.354 -0.228 2.576  0.024
H -0.403 6.189 2.396  0.125
H 0.694 -3.237 0.963  0.051
H -2.414 -2.341 0.397  -0.082
H 2.992 -1.351 5.863  0.133
H -1.176 -2.549 -6.757  0.129
H 3.236 3.367 1.939  0.069
H -1.515 1.291 -2.969  0.051
H -2.178 2.765 1.669  0.030
H -0.322 2.947 7.018  0.071
H 1.309 0.650 2.314  0.097
H 4.165 -2.239 1.802  0.125
H 0.319 -1.468 0.884  0.118
H -0.799 -3.717 -3.311  0.039
H 3.181 -5.460 2.619  0.127
H -2.059 0.891 6.811  0.090
H -1.779 2.137 -5.128  0.111
H -2.064 4.628 4.583  0.016
H 0.120 -0.902 6.310  0.015
H -4.990 -4.949 -3.958  0.091
H -6.381 4.234 -4.888  0.084
H -3.858 -4.109 -0.814  0.090
H 2.738 0.255 -5.412  -0.014
H 0.589 2.602 -4.464  0.151
H 3.008 -0.977 1.644  0.057
H -0.359 0.953 6.578  0.030
H -0.004 -4.912 0.861  0.107
H 2.039 2.285 9.297  0.069
H -1.209 5.728 6.024  0.067
H 0.468 -2.839 5.090  0.078
H -1.739 -0.703 2.186  0.118
H 5.205 -4.557 -0.070  0.057
H 2.445 -2.709 1.703  0.077
H 0.098 3.356 1.213  0.083
H 0.874 5.343 6.400  0.079
H -1.981 3.513 -3.434  0.141
H -1.871 4.449 -1.583  0.080
H -5.591 -1.350 0.938  0.102
H 1.947 -1.328 -1.556  0.108
H 2.298 0.776 -4.869  0.088
H 3.492 -3.414 0.817  0.057
H 3.608 -1.174 -6.086  0.105
H -1.310 3.167 -8.692  0.087
H 1.852 -1.056 -6.176  0.051
H 2.228 -5.514 -0.839  0.092
H -1.829 5.850 4.598  0.014
H 0.869 -2.689 -1.261  0.060
H -0.688 0.513 -2.603  -0.009
H 2.518 -0.002 3.843  0.043
H -0.144 1.609 2.749  0.104
H -4.034 -0.030 -0.333  0.134
H 1.692 -1.016 -3.684  0.101
H -1.134 -1.055 -1.071  0.091
H 0.939 -5.260 -2.152  0.083
H 1.086 -0.227 -5.607  0.042
H 3.984 -2.029 -2.933  0.049
H -1.009 -2.238 -9.170  0.072
H 0.820 1.972 2.978  -0.023
H -4.665 -3.442 -3.112  0.085
H -3.883 1.945 -3.791  0.117
H -1.749 2.023 0.218  0.074
H 0.894 2.161 1.486  0.105
H -0.022 -4.614 -3.402  0.066
H -3.317 -1.403 -8.533  0.083
H -0.899 0.483 1.759  -0.284
H 3.616 -0.492 -2.909  0.069
H 2.891 1.573 6.001  0.123
H 0.450 -1.782 -6.911  0.111
H 3.527 3.024 0.219  0.088
H 4.230 0.848 -0.465  0.123
H -2.185 1.914 -7.931  0.059
H 2.418 2.620 3.404  0.100
H 4.256 0.920 3.063  0.147
H -4.657 2.378 -2.261  0.134
H 0.926 4.142 7.480  0.053
H 0.309 0.431 4.264  0.025
H 5.433 0.415 0.753  0.145
H 0.589 0.713 -2.988  -0.055
H -2.294 1.875 3.082  0.089
H 0.026 -4.084 -1.807  0.074
H 1.783 4.795 5.062  0.084
H -0.265 -0.178 -4.024  0.073
H -3.443 4.635 -2.034  0.074
H -2.439 -5.076 -0.834  0.127
H 1.484 -3.219 -5.080  0.118
H 3.959 -1.218 -1.866  0.007
H -1.180 0.286 -7.699  0.091
H 5.510 -1.259 -0.975  0.113
H -2.439 -0.087 4.505  0.137
H 2.191 -6.102 1.373  0.124
H 1.355 -0.271 0.268  0.106
H -3.567 4.387 5.248  0.099
H 0.633 -2.346 -4.566  0.052
H -3.464 2.576 0.502  0.122
H -2.401 -0.360 -0.404  0.090
H 0.023 3.144 8.693  0.090
H 1.951 -3.708 -0.675  0.060
H -3.320 4.293 3.451  0.101
H 2.646 3.265 5.930  0.114
H -0.761 4.782 0.843  0.099
H -1.057 2.047 -1.551  0.092
H 1.110 -2.919 6.665  0.074
H -0.404 -3.783 2.179  0.110
H -2.681 1.209 -1.625  0.089
H -2.589 -2.336 -2.004  0.144
H -1.197 -3.401 0.354  0.037
H 2.132 -3.589 5.358  0.075
H 1.172 -1.040 3.442  0.116
H 3.467 -4.276 -1.310  0.081
H 0.141 -1.101 -9.297  0.076
H -1.700 3.253 1.125  -0.049
H 0.225 3.956 5.472  0.063
H 3.055 1.236 8.569  0.077
H 0.726 6.729 4.418  0.125
H -3.690 0.684 2.125  0.150
H -4.874 -3.050 0.581  0.075
H 1.022 1.108 7.418  0.090
H 0.863 0.224 5.624  0.009
H -5.272 -4.794 -2.165  0.085
H -3.187 0.062 -7.686  0.063
H -1.282 0.845 -6.064  0.085